Formula: C54H102BCaO28
Source: the OMol25 dataset
Level of theory: the ωB97M-V functional and the def2-TZVPD basis

```
186
Properties=species:S:1:pos:R:3:forces:R:3:mulliken_charge:R:1
Ca -0.98846 -2.13410 -0.84322 0.1 -1.4 0.1 1.276
C -0.67174 -6.48285 -1.64053 -1.6 5.7 0.8 -0.829
C 0.18240 -7.14055 -2.44523 0.8 -6.0 -0.2 0.042
C 1.19373 -6.37918 -3.35130 2.8 -4.6 -3.0 0.433
O 1.99438 -7.01409 -4.16222 -2.6 0.7 2.4 -0.770
C 1.33701 -5.03489 -3.32218 -2.2 4.1 2.2 -0.971
C 0.47451 -4.24787 -2.47488 0.3 -2.8 -1.2 -0.066
C -0.71582 -5.02773 -1.69748 2.6 -2.9 -0.5 -0.388
O -1.47810 -4.33979 -1.01157 -1.2 1.0 0.6 -0.059
O 0.55414 -3.01732 -2.29363 0.0 1.0 0.1 0.654
O 0.10917 -8.45213 -2.33469 1.3 3.5 -1.4 -0.779
H -1.36960 -6.93112 -0.94883 0.0 -0.4 -0.2 0.447
H 2.06109 -4.54959 -3.95981 0.1 0.0 0.1 0.325
B -0.56034 0.14733 -0.49526 0.2 1.5 0.3 7.435
H -1.12681 0.09523 -1.41212 -2.2 0.0 -3.7 -1.280
H -0.36172 1.16120 -0.18404 0.6 3.9 1.0 -1.772
H -1.12339 -0.37452 0.26296 -2.1 -1.4 3.2 -1.238
H 0.37238 -0.37763 -0.63204 3.6 -1.8 -0.6 -1.223
O 0.15541 2.24722 4.89695 0.1 0.3 1.1 -0.665
C -0.65240 1.76345 4.17379 -1.5 -0.6 -1.2 0.131
O -2.02167 1.68019 4.39521 0.8 1.0 0.1 0.118
C -2.53222 2.16726 5.63663 0.2 -1.0 1.0 -0.501
C -4.02775 2.09231 5.65775 -0.1 0.3 -0.5 -1.070
C -0.37176 1.24972 2.79151 -0.7 0.6 0.2 1.491
H -2.23434 3.14870 6.00563 0.6 0.2 -0.8 0.328
H -2.17756 1.45198 6.37871 0.2 0.1 0.3 0.535
H -4.35489 1.12359 5.28004 -0.2 -0.1 0.4 0.184
H -4.49091 2.85282 5.02908 0.0 0.1 0.0 0.278
H -4.30977 2.30152 6.68964 -0.4 -0.3 -0.1 0.391
H -0.19570 2.17493 2.24281 0.6 -0.1 -0.3 -0.491
H -1.27709 0.87534 2.31370 0.4 -0.5 0.2 -0.631
H 0.48151 0.57152 2.80060 -0.1 0.1 -0.4 -0.422
O -1.46308 -2.48367 1.76695 -0.1 -0.7 0.9 0.883
C -1.47672 -2.97740 2.88028 0.0 0.0 -0.6 0.076
O -1.59650 -4.29433 3.14481 0.0 1.0 0.8 -0.446
C -1.63138 -5.26558 2.09561 0.1 -0.6 0.1 0.969
C -1.58504 -6.64888 2.77595 0.4 0.6 -0.5 -1.659
C -1.45714 -2.16804 4.16465 0.1 -0.2 -0.7 -1.106
H -0.75667 -5.06740 1.47617 -0.2 -0.3 -0.3 -0.332
H -2.54877 -5.13970 1.52059 0.2 0.1 -0.2 -0.032
H -0.66153 -6.72411 3.35002 -0.1 0.0 0.2 0.325
H -1.53294 -7.43576 2.02348 -0.1 0.1 -0.1 0.422
H -2.44045 -6.83819 3.42443 0.0 0.2 0.0 0.387
H -0.93215 -2.71616 4.94698 -0.3 0.1 0.1 0.392
H -2.51659 -1.99995 4.35808 0.0 -0.1 0.6 0.440
H -1.00440 -1.19002 4.00159 0.1 -0.2 -0.1 -0.181
O -7.53596 5.12064 2.91682 0.0 -0.3 -2.3 -0.540
C -7.72708 5.59464 1.80920 0.9 0.5 0.4 0.719
O -7.43886 5.02767 0.54587 -1.0 1.0 1.8 -0.355
C -6.56684 3.89289 0.41339 0.4 0.2 0.3 -0.501
C -5.18967 4.41965 0.01318 -0.7 -0.5 0.4 0.052
C -8.26348 7.05062 1.69738 -0.3 -1.0 -0.4 -1.108
H -6.90939 3.23587 -0.38605 -0.6 0.3 0.0 0.319
H -6.58153 3.31028 1.33449 0.2 0.1 0.1 0.392
H -4.82167 5.09215 0.78804 0.2 0.0 -0.2 -0.077
H -5.29140 4.92836 -0.94543 0.2 0.1 0.1 0.375
H -4.53819 3.55222 -0.09287 0.3 0.2 0.0 -0.193
H -8.26233 7.56301 2.65943 0.4 -0.4 0.0 0.347
H -9.32006 6.98664 1.43731 -0.1 0.0 -0.3 0.329
H -7.75572 7.65317 0.94425 0.0 -0.3 0.0 0.292
O -3.26830 -2.21653 -0.24500 -2.1 0.8 1.4 -0.601
C -4.31971 -2.45728 0.34323 1.7 0.1 -0.7 0.364
O -4.86191 -1.77587 1.38968 0.8 0.0 -0.9 -0.446
C -4.31974 -0.46459 1.68201 -0.9 0.8 0.2 0.555
C -4.67354 0.55700 0.61978 0.8 0.9 -0.6 -0.095
C -5.13086 -3.63741 -0.05097 -0.3 0.0 1.0 -1.623
H -3.25684 -0.47619 1.92324 0.0 -0.4 -0.5 -0.416
H -4.84259 -0.11387 2.57179 0.0 -0.5 0.3 0.345
H -5.68138 0.96389 0.53724 -0.6 -1.1 0.2 0.393
H -4.29842 0.26306 -0.36052 -0.1 0.0 -0.1 -0.088
H -4.18892 1.50351 0.85929 0.8 -0.1 0.2 -0.379
H -4.49868 -4.40231 -0.50193 -0.1 0.2 -0.1 0.174
H -5.93860 -3.28723 -0.69366 0.0 -0.2 -0.1 0.400
H -5.56683 -3.97445 0.88947 -0.3 -0.4 -0.2 0.489
O 6.43740 -1.00816 1.22214 0.6 0.0 -0.4 -0.546
C 7.34279 -1.11410 0.41031 -0.7 -0.9 2.5 0.822
O 7.33895 -0.55388 -0.75639 0.7 0.5 -2.2 -0.378
C 6.26397 0.25111 -1.23700 -1.2 1.0 -0.3 0.009
C 5.63318 -0.24811 -2.55018 0.4 -0.6 1.3 -0.894
C 8.62556 -1.93808 0.66067 -1.3 1.2 -0.4 -1.223
H 6.58740 1.28298 -1.37385 0.6 -0.2 0.0 0.334
H 5.48718 0.34639 -0.47830 0.0 -0.4 0.2 -0.039
H 5.24630 -1.24885 -2.35799 0.1 -0.2 -0.2 0.193
H 6.34521 -0.29415 -3.37420 -0.2 0.2 0.0 0.324
H 4.75794 0.37190 -2.74417 0.2 0.2 -0.3 0.357
H 8.46010 -2.57182 1.53192 0.1 -0.2 -0.4 0.297
H 9.40491 -1.21438 0.89937 0.2 -0.1 -0.1 0.324
H 8.81803 -2.40730 -0.30417 0.4 -0.4 0.4 0.364
O -3.50013 4.51953 -5.31123 1.1 -0.1 0.2 -0.632
C -3.08780 3.73926 -4.48811 -0.8 -0.3 0.2 0.566
O -1.79590 3.62642 -4.14024 -0.2 1.0 -1.4 -0.481
C -1.28748 2.79921 -3.12558 1.7 -0.9 0.6 1.565
C 0.20194 2.59650 -3.37335 0.4 0.0 -0.2 -1.349
C -4.03843 2.83832 -3.76091 -0.4 0.5 0.5 -0.328
H -1.63757 1.76731 -3.09888 -1.0 0.3 0.1 -0.182
H -1.35177 3.29840 -2.15874 -0.6 -0.3 0.0 -0.589
H 0.62407 1.92281 -2.62765 -0.2 0.1 0.4 0.105
H 0.75247 3.53718 -3.36143 0.0 0.0 0.0 0.494
H 0.41479 2.07828 -4.30836 -0.3 0.2 -0.3 0.416
H -5.03830 3.25861 -3.86921 0.0 -0.2 -0.3 0.400
H -3.80888 2.91601 -2.69819 0.1 -0.7 0.1 0.006
H -4.00190 1.82520 -4.16137 0.1 -0.1 0.3 0.079
O -0.65486 6.11446 1.86635 -2.0 -1.6 -0.3 -0.664
C -1.35064 5.24519 1.32401 2.7 1.8 0.4 0.212
O -2.32368 4.52208 1.89485 0.0 0.4 -0.9 0.109
C -2.64684 4.72577 3.25026 -0.8 0.8 1.6 0.327
C -3.37848 6.02751 3.63166 0.2 0.8 -0.2 -1.539
C -0.99279 4.77382 -0.05947 -0.6 -0.7 -0.5 -0.248
H -1.75420 4.66953 3.87327 0.2 -0.2 -0.1 0.334
H -3.32530 3.91523 3.51640 0.3 -0.2 -0.2 -0.215
H -3.63540 6.06434 4.69031 0.0 -0.6 0.2 0.450
H -4.31646 6.23731 3.11760 0.0 -0.4 -0.3 0.251
H -2.77377 6.92829 3.52664 0.3 -0.2 -0.4 0.380
H -1.82829 4.79154 -0.75929 -0.3 0.0 0.2 0.586
H -0.71856 3.72441 0.04845 -0.1 -0.2 -0.1 -0.582
H -0.16588 5.27033 -0.56720 -0.1 0.4 0.7 0.392
O 5.78955 -2.63897 -5.43909 -1.4 1.8 -1.0 -0.570
C 5.38675 -1.63284 -6.02558 0.7 -1.0 1.8 0.756
O 4.22683 -0.95265 -5.71410 1.6 -0.3 -1.6 -0.348
C 3.30479 -1.51626 -4.80783 -0.5 -0.6 1.2 0.271
C 2.07017 -0.63213 -4.65697 0.2 -0.2 -0.3 -0.876
C 6.27668 -0.95719 -7.06059 -0.6 0.1 -0.2 -1.084
H 3.76687 -1.64166 -3.82862 0.2 0.3 0.0 -0.368
H 3.04671 -2.54696 -5.05105 -0.1 0.0 -0.5 0.439
H 1.59865 -0.92828 -3.71992 -0.2 0.2 0.0 0.147
H 1.33823 -0.75079 -5.45590 0.1 -0.3 -0.1 0.273
H 2.30239 0.43281 -4.66674 0.3 0.0 0.3 0.386
H 6.87410 -1.71901 -7.56143 -0.1 0.0 0.1 0.341
H 6.96232 -0.25644 -6.58419 -0.1 -0.1 0.3 0.258
H 5.71603 -0.38619 -7.80068 -0.1 -0.1 0.1 0.309
O 5.60135 3.36542 -1.92572 -1.8 0.7 1.8 -0.604
C 5.23988 4.12363 -1.02416 1.1 0.0 -0.9 0.716
O 4.14249 4.10035 -0.22827 1.1 -0.2 -0.9 -0.406
C 3.13246 3.14052 -0.49670 -0.3 -0.8 0.0 0.355
C 2.03792 3.31612 0.52339 -0.4 0.4 0.1 -0.214
C 6.08965 5.32635 -0.67703 -0.7 -0.2 0.0 -1.046
H 3.50516 2.12292 -0.37969 0.4 0.0 0.0 -0.121
H 2.84181 3.21783 -1.54439 -0.3 0.2 0.0 0.339
H 1.56649 4.29867 0.54465 0.2 0.1 -0.4 0.366
H 2.42365 3.20450 1.53672 0.1 -0.4 0.0 0.354
H 1.25313 2.58596 0.32574 0.1 -0.2 0.1 -0.664
H 5.50538 6.00896 -0.05995 0.3 0.0 0.1 0.294
H 6.33692 5.79853 -1.62782 0.3 0.0 0.2 0.331
H 6.96936 4.95381 -0.15225 0.1 0.3 -0.1 0.268
O 2.01435 -2.37707 5.07980 2.9 1.9 0.3 -0.485
C 3.14460 -1.95559 5.39878 -1.1 -1.1 -0.8 0.733
O 3.97507 -1.09023 4.75669 -0.6 -0.5 1.1 -0.455
C 3.56770 -0.38204 3.60079 -0.4 -0.1 -0.6 1.157
C 4.41108 0.89860 3.45382 -0.5 -0.6 0.0 -1.248
C 3.92128 -2.45325 6.59228 -1.0 0.2 -0.5 -1.296
H 2.49359 -0.23062 3.70785 0.0 0.5 -0.2 -0.210
H 3.67618 -1.09355 2.78221 0.3 0.3 -0.4 0.028
H 4.26927 1.32561 2.46103 -0.2 0.0 0.0 0.014
H 5.47843 0.69244 3.53354 -0.1 -0.2 0.1 0.314
H 4.11983 1.63242 4.20535 0.0 0.0 0.0 0.400
H 3.91730 -1.62627 7.30233 0.2 -0.2 0.3 0.405
H 4.93515 -2.64458 6.24079 -0.1 -0.2 0.4 0.371
H 3.35269 -3.31125 6.95099 0.5 0.0 0.3 0.307
O -2.02548 -1.94167 -3.01906 1.1 0.0 -0.2 -0.439
C -2.85468 -1.60244 -3.80820 -2.1 -0.2 0.2 0.409
O -2.70338 -1.38050 -5.11086 -1.0 -0.2 0.6 -0.429
C -1.48240 -1.59359 -5.78996 1.3 -0.5 -0.9 0.034
C -0.97769 -3.06233 -5.88286 -0.6 1.7 0.5 -0.691
C -4.30028 -1.36846 -3.32628 -0.6 0.6 -0.3 -0.574
H -0.71504 -0.92327 -5.40276 -0.1 -0.1 0.2 -0.126
H -1.71671 -1.28632 -6.80916 0.0 0.3 0.1 0.339
H -0.87663 -3.44638 -4.86779 -0.1 -0.5 -0.3 -0.034
H 0.01580 -3.01517 -6.32879 0.0 -0.2 -0.1 0.376
H -1.68099 -3.56236 -6.54879 0.2 -0.6 0.4 0.342
H -5.11455 -1.32408 -4.04953 0.5 -0.1 -0.7 0.458
H -4.33390 -0.37694 -2.87479 0.2 0.1 0.3 -0.114
H -4.68596 -2.05881 -2.57610 0.9 -0.2 0.1 -0.055
O 0.99054 -2.63346 0.54383 0.0 0.0 0.7 -0.299
C 2.19352 -2.74787 0.58318 -0.2 -1.6 -1.3 -0.219
O 2.80528 -3.53880 1.48321 1.3 0.9 -0.6 -0.322
C 2.05031 -4.42767 2.28962 -1.2 0.0 0.3 0.777
C 2.95214 -5.14845 3.27668 0.8 -0.1 -0.7 -1.700
C 3.08758 -2.17791 -0.51999 -0.9 0.3 0.7 0.191
H 1.57777 -5.13358 1.60662 0.0 -0.3 0.0 0.261
H 1.23641 -3.85953 2.74006 0.1 0.0 0.4 -0.238
H 2.45095 -5.90546 3.87987 -0.3 0.3 0.0 0.348
H 3.56197 -4.50132 3.90710 -0.4 0.3 0.1 0.229
H 3.68144 -5.69707 2.68066 0.1 -0.2 -0.1 0.448
H 3.69457 -2.88462 -1.08587 0.3 -0.2 0.8 0.554
H 3.62259 -1.37929 -0.00611 0.6 0.1 -0.5 -0.064
H 2.41385 -1.79191 -1.28497 -0.1 0.3 0.3 -0.379
```
Forces are in eV/Å.

- HOMO-LUMO gap (eV) = 5.6
- HOMO energy (eV) = -4.00
- charge = -1
- DFT total energy (eV) = -134101.3937
- E_LUMO (hartree) = 0.060